Density functional theory data (wB97M-V/def2-TZVPD) for a 8-piece molecular cluster, C30H48N11O overall in a non-equilibrium geometry.

Structure (XYZ):
```
90
Properties=species:S:1:pos:R:3:lowdin_charge:R:1
C 0.667 3.724 3.900 -0.034
C 0.770 2.430 4.949 -0.288
O 1.194 1.279 4.425 -0.064
N 0.412 2.703 6.388 -0.177
C -1.059 2.564 6.684 -0.099
C 1.306 2.015 7.381 -0.195
C 0.736 0.627 8.030 -0.177
C 0.689 -0.649 6.950 -0.175
C 2.202 -1.199 6.598 -0.166
N 2.348 -1.799 5.218 0.085
C 3.504 -1.728 4.432 -0.157
N 4.704 -0.967 4.982 0.114
N 3.441 -2.442 3.100 0.018
C 4.360 -1.841 2.061 -0.200
C 3.402 -1.549 0.721 -0.140
C 2.775 -2.839 -0.127 -0.026
C 1.785 -2.571 -1.426 -0.021
C 1.447 -1.004 -1.827 -0.161
C 0.429 -0.641 -3.086 -0.150
C 2.109 0.269 -0.998 -0.024
C 3.095 0.004 0.294 -0.032
H 1.735 3.981 3.431 0.090
H -0.173 3.592 3.094 0.078
H 0.381 4.683 4.539 0.089
H -1.607 1.697 6.107 0.108
H -1.574 3.571 6.302 0.108
H -1.310 2.530 7.851 0.116
H 1.620 2.811 8.205 0.141
H 2.322 1.755 6.811 0.122
H -0.275 0.725 8.621 0.112
H 1.541 0.285 8.843 0.127
H 0.021 -0.424 6.016 0.106
H 0.135 -1.518 7.553 0.123
H 2.951 -0.337 6.851 0.116
H 2.426 -2.080 7.370 0.151
H 1.502 -2.308 4.831 0.189
H 5.598 -1.303 4.558 0.107
H 4.550 0.059 4.829 0.117
H 3.548 -3.479 3.186 0.146
H 5.240 -2.600 1.816 0.139
H 4.838 -0.813 2.350 0.113
H 2.996 -3.954 0.149 0.081
H 1.281 -3.452 -2.046 0.102
H 0.796 -1.103 -4.100 0.056
H 0.207 0.516 -3.134 0.061
H -0.613 -1.162 -2.826 0.087
H 1.880 1.405 -1.265 0.097
H 3.570 0.875 0.916 0.082
C -3.290 0.521 -5.561 -0.062
C -1.780 0.474 -5.730 -0.169
N -0.528 0.435 -5.870 0.104
H -3.570 1.386 -4.953 0.071
H -3.772 0.603 -6.539 0.078
H -3.639 -0.390 -5.067 0.080
C 0.483 -2.732 -6.800 -0.084
C -0.392 -3.678 -7.608 -0.193
N -1.117 -4.462 -8.277 0.094
H 0.019 -1.743 -6.754 0.024
H 0.606 -3.115 -5.783 0.066
H 1.466 -2.643 -7.269 0.081
C -4.680 -5.044 -8.274 -0.098
C -5.882 -5.614 -9.008 -0.215
N -6.880 -6.087 -9.617 0.077
H -4.664 -3.955 -8.374 0.071
H -4.734 -5.303 -7.212 0.070
H -3.758 -5.454 -8.694 0.053
C -0.947 0.916 -9.249 -0.084
C -2.150 0.346 -9.984 -0.213
N -3.147 -0.127 -10.593 0.082
H -0.931 2.005 -9.350 0.078
H -1.001 0.657 -8.188 0.011
H -0.025 0.506 -9.670 0.077
C -1.764 1.515 0.540 -0.080
C -2.049 1.360 -0.945 -0.178
N -2.284 1.231 -2.177 0.099
H -2.323 2.366 0.940 0.076
H -2.065 0.609 1.074 0.029
H -0.696 1.684 0.700 0.055
C -5.945 -0.013 1.430 -0.069
C -4.604 -0.516 1.938 -0.195
N -3.491 -0.932 2.359 0.082
H -5.812 0.504 0.475 0.077
H -6.628 -0.855 1.287 0.081
H -6.381 0.681 2.153 0.079
C 2.819 6.066 0.986 -0.075
C 1.644 5.175 0.618 -0.204
N 0.669 4.435 0.313 0.096
H 3.021 6.770 0.174 0.081
H 2.590 6.628 1.896 0.077
H 3.710 5.456 1.158 0.076
```

Calculated values
DFT total energy ... -1848.5171 hartree
Spin multiplicity ... 1
Charge ... +1

Density functional theory data (wB97M-V/def2-TZVPD) for an isolated ion of composition C30H48N3O4 and charge +1 in a non-equilibrium geometry.

Structure (XYZ):
```
85
Properties=species:S:1:pos:R:3:lowdin_charge:R:1
C 1.952 -4.197 2.080 0.007
C 2.618 -4.784 0.757 -0.404
O 3.857 -4.998 0.782 0.066
O 1.934 -5.117 -0.445 -0.071
C 1.546 -3.930 -1.199 -0.155
C 0.018 -3.576 -0.837 -0.143
C -0.143 -2.132 -0.119 -0.165
C -1.218 -1.194 -0.858 -0.084
C -2.492 -0.794 0.077 -0.339
N -3.107 -2.013 0.635 0.041
C -3.273 -3.140 -0.303 -0.356
C -3.916 -3.127 -1.760 -0.001
O -2.891 -4.269 0.118 0.090
C -4.394 -1.820 1.318 -0.329
C -5.861 -1.956 0.695 0.003
O -4.355 -1.583 2.564 0.061
C -3.462 0.061 -0.924 -0.080
C -3.559 1.623 -0.443 -0.094
C -1.985 2.091 -0.405 -0.217
C -2.021 3.679 -0.288 -0.141
C -1.624 4.630 -1.428 -0.015
C -1.707 6.128 -1.219 -0.123
N -2.069 6.902 -0.087 0.047
C -2.430 5.984 0.932 -0.124
C -2.471 4.470 0.953 -0.015
C -1.369 1.353 0.883 -0.192
C 0.265 1.319 0.894 -0.102
C 0.935 1.982 -0.396 -0.175
C 2.551 2.077 -0.161 -0.308
C 2.824 3.622 0.271 -0.089
C 3.294 1.900 -1.592 -0.178
C 4.289 0.640 -1.653 -0.200
C 5.345 0.592 -0.457 -0.085
C 5.153 -0.186 0.729 -0.292
C 5.232 0.380 2.222 -0.085
C 4.794 -1.742 0.523 -0.064
N -2.010 0.036 1.225 0.139
H 2.499 -3.258 2.458 0.086
H 0.832 -3.951 1.967 0.071
H 2.058 -5.014 2.888 0.111
H 2.254 -3.045 -1.074 0.111
H 1.591 -4.235 -2.308 0.142
H -0.617 -3.640 -1.781 0.108
H -0.349 -4.429 -0.152 0.121
H 0.892 -1.676 0.011 0.102
H -0.552 -2.357 0.940 0.106
H -0.641 -0.257 -1.211 0.112
H -1.556 -1.694 -1.842 0.122
H -5.050 -3.208 -1.792 0.090
H -3.576 -2.243 -2.417 0.082
H -3.515 -4.064 -2.303 0.115
H -6.032 -2.920 0.105 0.087
H -6.159 -1.019 0.089 0.100
H -6.619 -1.991 1.564 0.112
H -4.475 -0.422 -1.087 0.098
H -2.968 0.122 -1.967 0.127
H -4.025 1.729 0.592 0.124
H -4.110 2.214 -1.259 0.141
H -1.569 1.709 -1.406 0.138
H -1.270 4.207 -2.425 0.108
H -1.426 6.767 -2.137 0.116
H -2.748 6.497 1.915 0.116
H -2.832 3.918 1.883 0.097
H -1.619 2.061 1.764 0.153
H 0.646 1.930 1.799 0.137
H 0.690 0.271 1.036 0.102
H 0.596 3.045 -0.626 0.103
H 0.812 1.379 -1.365 0.101
H 2.922 1.351 0.635 0.116
H 3.914 3.821 0.534 0.086
H 2.611 4.236 -0.685 0.089
H 2.086 3.999 1.054 0.078
H 2.575 1.852 -2.476 0.111
H 3.949 2.836 -1.772 0.115
H 4.902 0.754 -2.624 0.113
H 3.646 -0.297 -1.761 0.091
H 6.321 1.180 -0.567 0.117
H 6.066 -0.149 2.816 0.086
H 5.363 1.509 2.172 0.075
H 4.244 0.134 2.762 0.082
H 5.707 -2.283 0.111 0.100
H 4.350 -2.236 1.454 0.062
H 3.984 -1.780 -0.284 0.045
H -1.298 -0.513 1.761 0.185
H -2.751 0.249 1.931 0.182
```

Calculated values
DFT total energy ... -1636.5263 hartree
Spin multiplicity ... 1
Charge ... +1
Relative energy (zero: lowest compared OMol25 entry of this formula, charge and spin) ... 845.0 kJ/mol

Density functional theory data (wB97M-V/def2-TZVPD) for C30H48P2ReSe as an isolated structure in a non-equilibrium geometry.

Structure (XYZ):
```
82
Properties=species:S:1:pos:R:3:mulliken_spin:R:1
Re 0.202 2.142 -0.630 1.000
C 0.633 1.396 1.380 0.094
C 1.757 2.089 0.838 -0.011
C -0.008 3.582 0.910 -0.079
C -0.463 2.318 1.389 0.095
C 1.375 3.438 0.559 -0.054
C 0.648 0.049 2.035 -0.089
H 1.200 -0.669 1.431 -0.005
H -0.370 -0.329 2.186 0.038
H 1.133 0.065 3.017 0.003
C -1.841 2.107 1.918 -0.055
H -1.946 1.101 2.336 -0.004
H -2.574 2.239 1.108 0.003
H -2.073 2.852 2.696 0.009
C -0.727 4.903 1.017 -0.003
H -0.278 5.504 1.824 0.002
H -1.781 4.739 1.261 0.000
H -0.664 5.491 0.094 -0.004
C 2.277 4.601 0.307 0.018
H 2.268 5.254 1.191 0.000
H 1.925 5.202 -0.534 -0.005
H 3.301 4.271 0.123 0.002
C 3.146 1.566 0.746 -0.035
H 3.676 1.710 1.692 0.003
H 3.709 2.101 -0.014 -0.002
H 3.176 0.507 0.511 0.005
C -0.735 -3.032 0.679 0.062
C 0.481 -3.331 1.146 -0.024
C 1.781 -3.465 0.404 0.085
C 1.673 -3.649 -1.136 0.074
C 1.747 -2.461 -1.992 0.498
C 0.773 -1.434 -2.207 -0.008
C -0.234 -1.271 -1.080 0.175
C -1.011 -2.555 -0.727 0.004
H 2.301 -4.374 0.767 -0.005
H 0.790 -4.258 -1.394 0.006
H 2.490 -2.638 0.634 -0.005
H -0.802 -3.350 -1.462 -0.004
H -1.635 -3.197 1.300 -0.036
H 0.585 -3.536 2.211 -0.002
H -2.089 -2.362 -0.819 0.002
H 0.338 -0.939 -0.206 -0.106
H 1.400 -0.516 -2.295 0.146
H -0.965 -0.460 -1.277 0.014
H 2.548 -4.269 -1.417 0.013
H 2.657 -2.413 -2.608 0.002
P -0.069 -0.885 -3.894 0.104
P 0.239 2.612 -2.957 0.056
C 0.149 0.597 -4.950 0.003
C -0.526 1.884 -4.445 -0.007
H -0.279 0.323 -5.933 0.006
H 1.232 0.746 -5.097 0.000
H -0.454 2.628 -5.257 0.000
H -1.598 1.719 -4.238 0.002
C -0.496 4.283 -2.955 0.008
H -0.136 4.902 -2.126 -0.003
H -1.584 4.166 -2.846 0.000
H -0.270 4.781 -3.906 0.001
C 2.020 2.809 -3.340 -0.005
H 2.137 3.214 -4.356 0.000
H 2.514 1.830 -3.270 -0.004
H 2.505 3.480 -2.618 0.000
C -1.838 -1.251 -3.875 0.017
H -2.084 -2.024 -3.133 -0.002
H -2.119 -1.619 -4.873 0.007
H -2.416 -0.341 -3.664 -0.002
C 0.685 -2.233 -4.866 0.025
H 1.758 -2.024 -4.983 -0.008
H 0.200 -2.296 -5.852 0.000
H 0.555 -3.175 -4.313 -0.008
Se -2.635 -1.844 3.811 0.779
C -2.450 -2.698 5.401 -0.042
C -3.085 -3.952 5.640 0.115
C -3.154 -4.479 6.924 -0.063
C -2.550 -3.812 8.007 0.147
C -1.849 -2.613 7.772 -0.063
C -1.771 -2.081 6.491 0.114
H -3.539 -4.467 4.796 -0.001
H -3.683 -5.422 7.085 -0.001
H -2.634 -4.213 9.018 0.006
H -1.354 -2.099 8.598 -0.002
H -1.220 -1.163 6.295 0.000
```

Calculated values
DFT total energy ... -4333.5887 hartree
Spin multiplicity ... 4
Charge ... +2
<S²> ... 3.790
Relative energy (zero: lowest compared OMol25 entry of this formula, charge and spin) ... 111.3 kJ/mol

Density functional theory data (wB97M-V/def2-TZVPD) for C30H49BN4O2P2Pd as an isolated structure in a non-equilibrium geometry.

Structure (XYZ):
```
89
Properties=species:S:1:pos:R:3:lowdin_charge:R:1
Pd -0.120 0.324 -0.081 0.569
C 1.352 2.887 -3.432 -0.091
C 2.464 2.306 -2.560 -0.673
C 3.753 2.120 -3.357 -0.079
C 2.728 3.261 -1.391 -0.100
P 1.730 0.752 -1.732 1.160
C 3.242 0.017 -0.887 -0.258
N 2.786 -0.558 0.348 -0.009
B 1.467 -0.481 0.855 -0.577
N 1.425 -1.246 2.049 -0.016
C 0.203 -1.495 2.773 -0.248
P -1.154 -1.547 1.448 1.169
C -1.428 -3.446 1.298 -0.670
C -2.224 -3.661 0.009 -0.102
C -2.137 -4.118 2.469 -0.084
C -0.038 -4.066 1.114 -0.090
C -2.622 -0.676 2.283 -0.690
C -2.169 0.783 2.395 -0.115
C -3.777 -0.725 1.278 -0.095
C -3.040 -1.174 3.664 -0.082
C 2.700 -1.693 2.313 -0.164
C 3.225 -2.407 3.375 -0.021
C 4.584 -2.689 3.377 -0.108
C 5.406 -2.277 2.339 -0.107
C 4.895 -1.562 1.266 -0.018
C 3.545 -1.267 1.254 -0.160
C 1.201 -0.571 -3.002 -0.679
C 2.068 -0.695 -4.250 -0.089
C 1.166 -1.915 -2.269 -0.113
C -0.240 -0.212 -3.382 -0.108
H 1.547 3.934 -3.660 0.087
H 0.400 2.826 -2.903 0.074
H 1.266 2.349 -4.374 0.068
H 4.092 3.099 -3.698 0.089
H 3.609 1.496 -4.232 0.058
H 4.542 1.688 -2.746 0.074
H 2.963 4.256 -1.764 0.088
H 3.561 2.925 -0.777 0.075
H 1.850 3.326 -0.750 0.049
H 3.976 0.810 -0.694 0.089
H 3.715 -0.741 -1.526 0.097
H 0.003 -0.672 3.471 0.092
H 0.253 -2.426 3.345 0.085
H -3.222 -3.239 0.086 0.061
H -2.327 -4.725 -0.204 0.087
H -1.720 -3.189 -0.835 0.072
H -3.199 -3.889 2.462 0.070
H -1.713 -3.815 3.424 0.075
H -2.035 -5.201 2.385 0.090
H 0.549 -3.503 0.390 0.072
H -0.133 -5.088 0.751 0.091
H 0.518 -4.103 2.047 0.074
H -1.748 1.099 1.434 0.016
H -1.411 0.924 3.165 0.082
H -3.015 1.429 2.630 0.095
H -3.409 -0.449 0.286 0.076
H -4.559 -0.018 1.552 0.089
H -4.223 -1.715 1.219 0.063
H -2.178 -1.254 4.325 0.076
H -3.539 -2.136 3.625 0.058
H -3.730 -0.456 4.107 0.088
H 2.598 -2.718 4.197 0.105
H 5.012 -3.229 4.209 0.097
H 6.462 -2.506 2.375 0.097
H 5.545 -1.229 0.470 0.106
H 3.113 -0.863 -3.996 0.077
H 1.992 0.192 -4.873 0.063
H 1.724 -1.543 -4.843 0.086
H 2.161 -2.273 -2.015 0.080
H 0.690 -2.666 -2.901 0.090
H 0.581 -1.814 -1.347 0.027
H -0.278 0.676 -4.008 0.069
H -0.832 -0.010 -2.476 0.040
H -0.710 -1.032 -3.927 0.086
O 0.306 2.494 0.507 -0.238
N -0.726 3.251 0.448 -0.030
N -1.713 2.914 -0.326 -0.260
O -1.726 1.819 -1.049 -0.201
C -2.840 3.729 -0.295 -0.191
C -2.918 4.795 0.607 -0.024
C -4.068 5.552 0.666 -0.091
C -5.145 5.279 -0.168 -0.099
C -5.048 4.247 -1.091 -0.090
C -3.907 3.474 -1.158 -0.017
H -2.076 5.009 1.245 0.102
H -4.132 6.367 1.370 0.100
H -6.050 5.866 -0.100 0.097
H -5.873 4.041 -1.759 0.101
H -3.814 2.665 -1.864 0.105
```

Calculated values
DFT total energy ... -2377.4744 hartree
Spin multiplicity ... 1
Relative energy (zero: lowest compared OMol25 entry of this formula, charge and spin) ... 174.3 kJ/mol